The following is a quantum chemistry calculation of a structure of composition C27H42BF4IrN6O2SSi, from the Open Molecules 2025 dataset.

Values from the calculation:
- HOMO level (alpha / beta): -0.393 / -0.393 Eh
- LUMO (alpha / beta): -2.38 / -5.81 eV
- Charge: +1
- Multiplicity: 6

Atoms and positions in Å:
Ir -0.4212 0.6567 -0.3958
N 5.9061 1.9710 4.5691
C 5.2940 1.7632 3.3716
C 4.7010 0.5221 3.0813
C 4.0798 0.3159 1.8703
C 4.0216 1.3442 0.9318
C 4.6142 2.5745 1.2004
C 5.2427 2.7816 2.4087
S 3.2545 1.0800 -0.6083
O 3.3069 -0.3206 -0.9048
O 3.7347 2.0355 -1.5535
N 1.6235 1.4066 -0.3399
C 1.2511 2.7373 -0.3241
N -0.0534 2.8289 -0.6086
C -0.6145 4.0307 -0.7174
C 0.1614 5.1551 -0.5065
C 1.4817 4.9545 -0.1294
N 2.0394 3.7510 -0.0239
H 6.0405 1.2132 5.2131
H 6.4137 2.8195 4.7405
H 4.7601 -0.2801 3.8056
H 3.6651 -0.6562 1.6350
H 4.5692 3.3559 0.4571
H 5.7114 3.7342 2.6169
H -1.6684 4.0629 -0.9515
H -0.2567 6.1439 -0.6099
H 2.1245 5.7941 0.1063
N -2.8112 1.6467 1.7237
C -1.6611 1.5961 2.4071
C -1.6346 1.9567 3.7740
C -0.4765 1.8460 4.4845
C 0.6803 1.3684 3.8501
C 0.5968 1.0500 2.5277
N -0.5407 1.1673 1.7931
H -3.6202 2.0775 2.1361
H -2.8873 1.4609 0.7315
H -2.5476 2.3086 4.2327
H -0.4572 2.1176 5.5310
H 1.6211 1.2636 4.3684
H 1.4602 0.6973 1.9938
F -4.3454 2.1774 -2.5123
B -3.6480 2.0656 -1.3548
F -4.1361 1.0701 -0.4967
F -3.5287 3.2548 -0.6550
F -2.2699 1.6182 -1.6941
C -1.6153 -1.2830 -4.1260
C -2.3594 -1.7400 -2.8685
C -2.8061 -3.1989 -3.0409
C -3.6357 -0.8754 -2.8036
Si -1.3358 -1.4810 -1.2468
C -1.9169 -2.5453 0.2680
C -3.4030 -2.1598 0.4211
C -1.2192 -2.1840 1.5822
C -1.8053 -4.0607 0.0737
C 0.7554 -2.5404 -1.9212
C 1.2380 -2.7536 -0.5187
C 0.4891 -3.8059 -2.6695
C 1.3955 -1.4437 -2.7172
H -2.3378 -1.2375 -4.9441
H -0.8341 -1.9734 -4.4302
H -1.1911 -0.2843 -4.0160
H -3.2988 -3.2734 -4.0137
H -3.5415 -3.4915 -2.2942
H -1.9940 -3.9225 -3.0319
H -4.2740 -1.2010 -3.6293
H -3.4181 0.1714 -2.9660
H -4.2106 -0.9754 -1.8901
H -3.5633 -1.0804 0.4707
H -3.7610 -2.5847 1.3632
H -4.0239 -2.5611 -0.3752
H -1.3908 -1.1491 1.8614
H -0.1458 -2.3686 1.5654
H -1.6441 -2.8036 2.3766
H -2.3227 -4.4245 -0.8091
H -2.2650 -4.5429 0.9416
H -0.7726 -4.4032 0.0360
H 0.7255 -3.5770 -0.0271
H 1.1930 -1.8547 0.0964
H 2.3046 -2.9986 -0.5803
H -0.1098 -4.5202 -2.1071
H 1.4678 -4.2764 -2.8389
H 0.0503 -3.6411 -3.6507
H 1.1504 -0.4359 -2.3691
H 1.1720 -1.5147 -3.7746
H 2.4771 -1.5223 -2.5710

Atomic forces in eV per Å
Ir 0.56 0.26 0.56
N -0.05 0.04 0.10
C 0.02 -0.06 -0.01
C 0.00 0.04 0.01
C 0.00 -0.02 -0.04
C 0.04 0.01 -0.03
C 0.00 0.02 0.12
C -0.03 -0.01 -0.06
S 0.08 -0.03 0.19
O -0.10 -0.21 0.21
O -0.01 -0.04 -0.11
N -0.33 -0.12 -0.13
C 0.15 -0.03 0.05
N -0.25 0.17 -0.27
C 0.00 -0.01 0.14
C -0.03 0.01 0.00
C -0.03 0.05 0.00
N -0.06 0.03 -0.09
H 0.03 0.02 -0.03
H 0.02 -0.04 -0.01
H 0.00 -0.02 0.01
H -0.02 0.00 -0.02
H 0.04 0.00 -0.01
H 0.02 0.03 0.00
H -0.03 0.00 -0.03
H 0.01 0.02 0.01
H 0.00 0.03 -0.01
N 0.25 -0.03 0.04
C -0.22 0.05 -0.03
C 0.04 0.03 0.06
C -0.05 -0.01 0.00
C 0.02 0.00 -0.10
C 0.00 -0.01 0.09
N 0.01 -0.15 -0.13
H 0.01 0.00 0.01
H 0.00 -0.03 0.31
H -0.02 0.01 0.00
H 0.00 0.01 0.02
H 0.02 -0.01 0.00
H 0.14 -0.06 -0.09
F -0.13 0.05 -0.09
B 0.11 0.02 -0.25
F -0.24 -0.20 -0.05
F 0.01 0.17 0.04
F 0.06 0.07 0.02
C 0.07 0.02 0.01
C -0.01 0.09 0.07
C 0.02 -0.02 -0.03
C 0.01 -0.03 -0.05
Si -0.20 -0.35 -0.25
C 0.14 0.02 -0.07
C -0.01 0.04 0.02
C 0.04 -0.04 0.02
C -0.11 -0.07 0.04
C -0.07 -0.02 -0.01
C 0.21 0.17 -0.05
C 0.01 -0.03 -0.03
C -0.13 0.00 -0.01
H 0.00 0.00 -0.01
H 0.08 0.00 -0.02
H 0.04 0.03 0.01
H -0.01 -0.01 -0.02
H -0.03 0.00 0.03
H -0.06 0.03 0.00
H -0.02 -0.03 -0.01
H 0.01 0.00 0.00
H -0.03 -0.01 0.11
H 0.00 0.02 0.00
H -0.01 -0.01 0.00
H -0.03 -0.02 -0.07
H -0.02 0.13 0.03
H -0.10 0.03 0.09
H -0.01 -0.01 0.01
H -0.01 0.00 -0.03
H -0.03 -0.01 0.00
H -0.23 -0.09 0.03
H 0.26 0.19 -0.04
H 0.05 0.09 -0.02
H 0.09 -0.04 -0.04
H 0.03 -0.01 0.00
H 0.03 -0.01 0.01
H 0.03 -0.01 0.04
H 0.05 -0.07 0.00
H -0.09 -0.04 -0.10
H -0.02 -0.01 -0.05


The following is a quantum chemistry calculation of an isolated molecule of C3H6N2O, from the Open Molecules 2025 dataset.

Values from the calculation:
- HOMO level: -0.350 Eh
- LUMO: 0.29 eV
- SMILES string: [H]/N=C(/C=O)NC

Atoms and positions in Å:
C -0.6037 1.1608 1.0897
N 0.1254 -0.0135 0.6691
C 0.0007 -0.5279 -0.5856
N -0.9362 -0.4057 -1.4485
C 1.1934 -1.3435 -1.0127
O 2.1656 -1.4904 -0.3085
H -0.6608 1.8955 0.2746
H -0.0766 1.6190 1.9289
H -1.6231 0.9252 1.4164
H 1.0189 -0.2099 1.0989
H -1.7121 0.1554 -1.0929
H 1.1084 -1.7650 -2.0293

Atomic forces in eV per Å
C -0.12 0.11 0.07
N 0.08 -0.03 -0.20
C -0.05 0.05 0.06
N 0.12 0.07 0.29
C 0.38 -0.13 0.17
O -0.45 0.03 -0.34
H -0.01 -0.09 0.13
H -0.11 -0.06 -0.10
H 0.13 0.00 -0.06
H -0.07 0.06 -0.06
H 0.09 -0.01 -0.06
H 0.01 -0.01 0.11


The following is a quantum chemistry calculation of a structure of composition C42H37I2N2O2P2Ru at a distorted geometry, from the Open Molecules 2025 dataset.

Values from the calculation:
- HOMO level (alpha / beta): -0.484 / -0.484 Eh
- LUMO (alpha / beta): -7.80 / -7.27 eV
- Charge: +2
- Multiplicity: 2

Atoms and positions in Å:
Ru 1.1482 0.6094 1.1896
I 2.1636 3.1160 0.0084
C 2.7566 3.5520 2.0031
I 1.9423 2.1311 3.3616
H 2.3651 4.5189 2.2868
H 3.8320 3.4899 2.0924
C 2.2408 -2.6595 1.7657
C 0.8015 -2.5313 2.2188
P -0.1054 -1.4867 1.0362
C 0.1874 -2.1325 -0.6206
C 0.0827 -3.5063 -0.8551
C 0.2385 -3.9966 -2.1420
C 0.4690 -3.1198 -3.1990
C 0.5535 -1.7542 -2.9737
C 0.4231 -1.2582 -1.6831
C -1.8421 -1.7749 1.3599
C -2.2776 -1.9597 2.6756
C -3.6021 -2.2687 2.9203
C -4.4970 -2.3747 1.8599
C -4.0742 -2.1526 0.5586
C -2.7465 -1.8347 0.3000
P 2.9223 -1.0393 1.2128
C 4.3735 -0.7745 2.2599
C 4.1650 -0.6605 3.6387
C 5.2422 -0.5646 4.5015
C 6.5367 -0.5676 3.9913
C 6.7491 -0.6702 2.6251
C 5.6709 -0.7693 1.7511
C 3.5417 -1.2486 -0.4687
C 3.9823 -0.0988 -1.1287
C 4.4432 -0.1710 -2.4357
C 4.4942 -1.4017 -3.0796
C 4.1094 -2.5518 -2.4084
C 3.6187 -2.4788 -1.1127
H 2.3245 -3.3547 0.9365
H 2.8672 -3.0228 2.5723
H 0.7573 -2.0173 3.1774
H 0.3109 -3.4972 2.3365
H -0.1382 -4.1894 -0.0392
H 0.1584 -5.0606 -2.3251
H 0.5733 -3.5080 -4.2059
H 0.7140 -1.0732 -3.8006
H 0.4825 -0.1931 -1.5151
H -1.5861 -1.8662 3.5041
H -3.9394 -2.4300 3.9364
H -5.5321 -2.6288 2.0544
H -4.7728 -2.2294 -0.2646
H -2.4233 -1.6564 -0.7182
H 3.1551 -0.6572 4.0395
H 5.0775 -0.4894 5.5706
H 7.3808 -0.4889 4.6642
H 7.7594 -0.6811 2.2303
H 5.8479 -0.8591 0.6873
H 4.0009 0.8473 -0.6062
H 4.7703 0.7262 -2.9464
H 4.8422 -1.4650 -4.1038
H 4.1942 -3.5160 -2.8942
H 3.3070 -3.3910 -0.6196
O -1.0953 0.8158 2.3266
C -1.4481 1.2978 1.2265
N -2.6088 1.8023 0.8154
C -2.5380 2.2745 -0.5859
C -1.0197 2.0272 -0.8698
O -0.3643 2.3231 -1.8424
N -0.5166 1.3668 0.2361
C -3.3886 1.3704 -1.5077
C -3.0814 1.1952 -2.8527
C -3.9176 0.4419 -3.6693
C -5.0747 -0.1298 -3.1595
C -5.3931 0.0568 -1.8228
C -4.5487 0.7923 -1.0004
C -2.9584 3.7414 -0.7442
C -2.5966 4.4693 -1.8717
C -3.1047 5.7467 -2.0736
C -3.9709 6.3142 -1.1514
C -4.3168 5.6025 -0.0188
C -3.8099 4.3239 0.1843
H -3.3801 1.9568 1.4394
H -2.1924 1.6439 -3.2769
H -3.6651 0.3140 -4.7156
H -5.7253 -0.7120 -3.8005
H -6.3107 -0.3584 -1.4181
H -4.8204 0.9266 0.0417
H -1.9037 4.0491 -2.5873
H -2.8173 6.3014 -2.9601
H -4.3689 7.3091 -1.3108
H -4.9919 6.0346 0.7093
H -4.1120 3.7942 1.0797

Atomic forces in eV per Å
Ru -1.63 0.34 -0.36
I -0.04 -0.25 0.41
C 0.14 0.05 0.09
I 0.09 -0.35 -0.26
H 0.05 0.12 -0.01
H 0.08 0.09 -0.04
C 0.06 0.11 -0.04
C -0.19 -0.16 -0.04
P 0.95 0.04 0.03
C -0.04 0.06 -0.07
C 0.01 0.02 0.00
C -0.01 0.01 0.02
C 0.00 -0.07 -0.02
C 0.03 0.02 0.04
C -0.06 -0.23 -0.01
C -0.11 0.40 -0.02
C 0.00 -0.05 0.00
C 0.03 0.01 0.06
C -0.05 0.00 -0.03
C 0.02 0.00 -0.03
C -0.02 -0.11 0.09
P -0.08 0.11 -0.04
C -0.08 0.16 0.12
C 0.06 -0.06 -0.04
C -0.05 0.02 0.05
C 0.02 0.01 -0.02
C 0.02 0.03 -0.08
C -0.02 -0.01 0.08
C 0.03 0.20 -0.03
C 0.10 -0.08 -0.15
C -0.04 -0.02 0.09
C 0.01 0.08 -0.05
C -0.03 -0.10 0.01
C 0.00 -0.10 0.00
H -0.06 -0.08 0.02
H 0.16 -0.06 0.10
H -0.10 0.01 0.13
H 0.02 -0.08 -0.01
H 0.02 0.03 -0.07
H 0.01 0.03 0.00
H -0.01 0.02 0.07
H 0.01 -0.02 0.05
H 0.02 0.13 -0.03
H -0.04 0.00 -0.01
H 0.01 0.01 -0.04
H 0.05 0.00 -0.01
H 0.04 0.01 0.05
H 0.00 -0.03 -0.02
H 0.06 -0.07 0.01
H 0.02 0.00 -0.09
H -0.02 -0.02 -0.01
H -0.11 0.01 0.04
H 0.00 -0.02 0.02
H -0.07 0.07 -0.03
H 0.00 -0.03 0.03
H 0.03 0.01 0.08
H -0.06 0.04 0.01
H 0.08 0.04 -0.12
O 0.20 0.43 -0.16
C -0.05 0.07 0.15
N -0.02 0.12 -0.11
C 0.20 -0.13 -0.11
C 0.06 -0.06 0.04
O -0.23 -0.10 0.26
N 0.43 -0.54 -0.32
C -0.06 0.08 0.18
C 0.07 -0.03 -0.04
C 0.07 0.02 -0.01
C 0.05 -0.01 -0.01
C -0.01 0.05 0.09
C -0.10 0.08 0.02
C 0.02 -0.18 0.17
C 0.08 0.07 -0.12
C 0.16 -0.05 -0.08
C 0.02 0.10 -0.08
C -0.02 -0.13 0.17
C -0.17 0.05 0.12
H -0.06 -0.03 0.01
H -0.01 0.02 0.02
H -0.01 0.01 0.07
H 0.02 0.06 0.02
H 0.10 0.02 -0.02
H 0.00 -0.03 -0.10
H -0.07 -0.03 -0.07
H -0.01 -0.06 0.08
H 0.02 -0.07 -0.02
H 0.04 -0.03 0.00
H -0.03 0.04 -0.03


The following is a quantum chemistry calculation of a structure of composition C38H51AsCl3LaN2O3Si at a distorted geometry, from the Open Molecules 2025 dataset.

Values from the calculation:
- HOMO level: -0.299 Eh
- LUMO: 0.16 eV

Atoms and positions in Å:
C 2.6512 5.0609 -2.3853
C 2.8421 4.5991 -3.7950
H 3.6246 5.2985 -1.9433
H 2.1330 4.3098 -1.7750
H 2.0528 5.9848 -2.3462
C 3.8200 5.0628 -4.5901
C 4.8578 6.0411 -4.1652
H 3.8621 4.7747 -5.6418
H 5.3130 5.8042 -3.1945
H 4.4748 7.0697 -4.1163
H 5.6448 6.0508 -4.9259
La -0.6972 0.6108 0.6963
Cl -3.3125 0.7156 1.2622
Cl -0.1093 2.9835 -0.4263
C -2.2593 -0.8799 -1.8907
O -1.3542 -0.9956 -1.0069
N -2.3544 -1.6911 -2.9407
C -1.3928 -2.7832 -3.1086
C -3.2398 -1.3558 -4.0631
H -3.0226 -0.0810 -1.8370
H -1.2719 -3.3254 -2.1657
H -0.4107 -2.4122 -3.4327
H -1.7975 -3.4435 -3.8771
H -4.1374 -0.8520 -3.6688
H -3.5150 -2.2824 -4.5866
H -2.7573 -0.6746 -4.7857
H 3.2684 1.3797 4.2483
H 2.7537 1.7570 1.2834
C 3.5808 0.3943 3.8642
C 3.3993 0.8732 1.4228
N 2.9574 0.0943 2.5772
H 3.3134 -0.3773 4.6002
C 1.8824 -0.6845 2.5100
O 1.1486 -0.8057 1.4788
H 3.3761 0.2586 0.5134
H 1.6496 -1.2188 3.4444
H 4.6654 0.4066 3.7357
H 4.4263 1.1890 1.6349
O 2.1143 2.4019 -3.4164
C 1.8693 3.5285 -4.2562
C 3.0317 2.4791 -6.2238
C 1.9354 3.1889 -5.7430
H 3.8010 2.1704 -5.5095
C 3.1527 2.2229 -7.5913
H 0.8655 3.9066 -4.0191
C 0.9517 3.6610 -6.6306
H 3.9921 1.6169 -7.9369
C 2.2230 2.7675 -8.4877
C 1.1172 3.4811 -8.0074
H 0.1012 4.2030 -6.2089
H 2.3722 2.6487 -9.5615
H 0.3768 3.9013 -8.7026
Si 1.7630 0.7666 -3.4852
Cl -0.0010 1.8494 3.0526
C 3.2749 -0.1609 -4.0514
C 0.3139 0.5012 -4.6177
C 1.4747 0.3354 -1.7002
H 3.5176 -0.0120 -5.1095
H 3.0947 -1.2311 -3.8887
H 4.1414 0.1322 -3.4455
H 2.3054 0.7281 -1.0966
H 1.3268 -0.7305 -1.4874
H 0.5604 0.9192 -1.4751
H 0.4486 1.0064 -5.5890
H -0.6183 0.8753 -4.1685
H 0.2133 -0.5783 -4.8107
C -5.5546 -5.2595 3.8001
C -5.8265 -4.0239 3.1921
C -4.8243 -3.0514 3.0897
C -3.5627 -3.2947 3.6575
C -3.2714 -4.5418 4.2186
C -4.2751 -5.5193 4.2984
As -2.3417 -1.7475 3.7556
C -3.2437 -1.0579 5.3672
C -3.4586 0.3233 5.4300
C -4.1417 0.8743 6.5219
C -4.6439 0.0468 7.5355
C -4.4302 -1.3351 7.4649
C -3.7174 -1.8854 6.3899
C -0.8965 -2.6325 4.7270
C -0.5582 -2.3405 6.0518
C 0.3630 -3.1591 6.7153
C 1.0248 -4.1791 6.0212
C 0.8108 -4.3369 4.6466
C -0.1277 -3.5467 3.9838
H -6.3415 -6.0143 3.8886
H -6.8272 -3.8152 2.8084
H -5.0226 -2.0935 2.6010
H -2.2804 -4.7485 4.6172
H -4.0477 -6.4777 4.7702
H -3.1042 0.9438 4.5998
H -4.2889 1.9537 6.5726
H -5.1966 0.4753 8.3753
H -4.8191 -1.9969 8.2431
H -3.5416 -2.9597 6.3346
H -1.0238 -1.4969 6.5728
H 0.5619 -2.9955 7.7786
H 1.7278 -4.8283 6.5451
H 1.3784 -5.0773 4.0837
H -0.2840 -3.6364 2.9065

Atomic forces in eV per Å
C 0.02 0.07 0.33
C 0.55 -0.03 -0.91
H -0.22 -0.07 0.13
H 0.20 0.18 -0.14
H 0.10 -0.21 -0.08
C -0.83 -0.20 0.23
C 0.49 0.43 -0.19
H -0.07 -0.12 0.35
H -0.14 0.05 -0.21
H -0.01 -0.17 0.10
H 0.07 0.06 0.25
La 0.10 0.91 1.35
Cl -0.38 -0.02 -0.26
Cl -0.17 0.17 -0.23
C 0.94 -0.27 0.67
O -1.58 -0.31 -1.80
N 0.23 0.32 0.10
C -0.01 0.09 -0.03
C -0.18 0.19 0.07
H 0.27 -0.27 0.09
H -0.05 0.15 -0.20
H -0.25 -0.03 0.09
H 0.16 -0.04 0.16
H 0.29 -0.31 -0.23
H -0.05 0.37 0.27
H -0.02 -0.32 0.31
H -0.06 -0.36 -0.26
H 0.21 -0.23 0.04
C -0.02 -0.04 0.22
C -0.12 0.12 0.04
N -0.43 -0.38 -0.07
H 0.05 0.27 -0.26
C -0.52 0.48 -0.66
O 1.28 -0.17 1.16
H 0.03 0.13 0.42
H -0.06 0.05 -0.30
H -0.09 -0.10 0.05
H -0.25 0.02 -0.22
O 0.02 -0.59 -0.04
C -0.29 -0.12 -0.06
C -0.07 -0.03 -0.23
C -0.15 0.49 0.20
H -0.29 0.00 -0.36
C -0.10 0.20 0.12
H -0.10 -0.13 -0.12
C 0.62 -0.15 0.23
H -0.21 0.30 -0.08
C 0.00 -0.08 0.21
C -0.07 -0.02 0.09
H 0.20 -0.13 -0.29
H -0.12 -0.06 0.28
H 0.41 -0.25 0.31
Si 0.73 1.34 -0.21
Cl 0.12 -0.27 0.18
C 0.01 -0.28 -0.15
C -0.36 -0.34 -0.18
C -0.49 -0.11 0.07
H -0.06 -0.07 0.22
H 0.15 0.04 -0.05
H -0.14 -0.04 -0.10
H -0.38 -0.04 -0.27
H 0.06 0.17 -0.09
H 0.65 -0.22 -0.14
H 0.03 -0.22 0.40
H 0.18 -0.09 -0.09
H -0.15 0.22 -0.03
C 0.13 0.25 0.00
C 0.25 -0.06 0.02
C 0.00 -0.42 0.32
C 0.07 -0.20 -0.31
C -0.63 -0.04 -0.08
C 0.07 0.19 -0.13
As -0.14 -0.12 0.59
C -0.21 0.57 -0.17
C -0.10 -0.18 0.13
C -0.04 -0.15 0.07
C 0.27 -0.02 -0.35
C 0.21 -0.07 -0.25
C -0.24 0.34 0.17
C 0.59 0.28 -0.50
C 0.01 -0.44 0.04
C 0.17 0.03 -0.18
C -0.16 0.21 -0.02
C 0.11 0.06 -0.05
C -0.04 0.04 0.79
H 0.28 0.29 -0.05
H 0.31 -0.08 0.05
H -0.01 -0.24 0.21
H -0.25 0.02 -0.01
H -0.11 0.25 -0.18
H -0.12 -0.06 0.40
H -0.01 -0.28 -0.01
H 0.19 -0.13 -0.29
H 0.13 0.24 -0.22
H -0.13 0.23 0.09
H 0.03 -0.52 -0.16
H 0.01 -0.04 -0.39
H -0.18 0.18 -0.16
H -0.08 0.12 0.17
H -0.04 -0.16 0.29


Let's list energy above the lowest of the compared OMol25 structures with the same formula, charge and spin in order: 22.5 121.2 182.7 0.0 kJ/mol.